Formula: C30H31Cl2N4O9S3Zr
Source: OMol25
Level of theory: ωB97M-V with the def2-TZVPD basis set

```
80
Properties=species:S:1:pos:R:3:lowdin_charge:R:1
Zr -0.1951 -0.8356 1.8219 1.523
S -2.4013 0.0345 -0.7075 1.088
C -1.5389 -0.6856 -1.9766 -0.368
N -1.8052 -0.2276 -3.1986 -0.096
C -0.8471 -0.4558 -4.2840 -0.100
C -0.4119 -1.8867 -4.2707 -0.093
N 0.0607 -2.2506 -2.9419 -0.094
C 1.1295 -3.2693 -2.9444 -0.108
C 2.3687 -2.7020 -3.5773 -0.230
C 3.0279 -1.6443 -2.9548 -0.023
C 4.1683 -1.1049 -3.5243 -0.062
C 4.6606 -1.6208 -4.7175 -0.073
C 4.0130 -2.6773 -5.3366 -0.068
C 2.8665 -3.2164 -4.7667 -0.046
C -0.5418 -1.8581 -1.8204 -0.597
S -0.3591 -2.6740 -0.3933 0.869
C -2.8338 0.8012 -3.4587 -0.111
C -2.2974 2.2106 -3.3775 -0.208
C -1.5659 2.7416 -4.4376 -0.038
C -1.0686 4.0331 -4.3769 -0.058
C -1.3205 4.8205 -3.2620 -0.069
C -2.0783 4.3143 -2.2173 -0.090
C -2.5617 3.0129 -2.2721 -0.062
H 0.0007 0.2234 -4.1613 0.148
H -1.3475 -0.2219 -5.2217 0.133
H 0.4097 -2.0301 -4.9705 0.133
H -1.2299 -2.5585 -4.5494 0.151
H 0.7610 -4.1449 -3.4842 0.143
H 1.3016 -3.5642 -1.9130 0.077
H 2.6530 -1.2549 -2.0135 0.105
H 4.6835 -0.2916 -3.0322 0.109
H 5.5556 -1.2035 -5.1579 0.108
H 4.3998 -3.0865 -6.2595 0.109
H 2.3651 -4.0495 -5.2447 0.117
H -3.6702 0.6447 -2.7772 0.107
H -3.2075 0.5854 -4.4601 0.139
H -1.3998 2.1544 -5.3314 0.111
H -0.5056 4.4329 -5.2086 0.113
H -0.9519 5.8363 -3.2233 0.111
H -2.3142 4.9384 -1.3649 0.110
H -3.1770 2.6401 -1.4654 0.093
O 3.5499 -0.4400 1.0936 -0.233
Cl 2.3918 0.3527 1.0709 0.727
O 2.6179 1.6584 0.5720 -0.247
O 1.7068 0.4133 2.3899 -0.462
O 1.3107 -0.3353 0.2425 -0.525
O -3.2246 -2.9346 3.8542 -0.390
Cl -2.9475 -2.1919 2.6544 0.899
O -3.5417 -2.7783 1.4788 -0.414
O -1.8458 -0.4170 0.6500 -0.840
O -1.3438 -2.4154 2.4615 -0.718
C -2.4552 1.2153 3.5659 -0.023
C -1.5020 0.4937 4.4702 -0.308
C -1.6983 0.6724 5.8581 -0.004
C -0.9277 -0.0117 6.7364 0.027
C 0.0471 -0.9225 6.2690 -0.146
C 0.8196 -1.6624 7.1880 -0.027
C 1.7292 -2.5649 6.7199 -0.054
C 1.8731 -2.7533 5.3396 -0.105
C 1.1483 -2.0520 4.3958 -0.533
S 1.4931 -2.5184 2.7085 0.649
C 0.2146 -1.0804 4.8761 -0.182
N -0.5671 -0.3111 4.0016 0.001
H -2.5385 2.2559 3.8833 0.098
H -3.4442 0.7634 3.6723 0.100
H -2.1822 1.1984 2.5156 0.039
H -2.4742 1.3478 6.1903 0.124
H -1.0578 0.1089 7.8039 0.130
H 0.6672 -1.5047 8.2465 0.117
H 2.3325 -3.1497 7.4000 0.114
H 2.5792 -3.4920 4.9838 0.103
C 0.5822 3.1998 2.7910 0.019
C 0.0245 2.7594 1.4693 -0.538
N -0.0121 3.6732 0.4914 0.215
O -0.4328 1.6256 1.2716 -0.117
H 0.0765 4.1019 3.1372 0.099
H 1.6436 3.4222 2.6842 0.100
H 0.4660 2.4054 3.5218 0.074
H 0.4372 4.5649 0.6048 0.126
H -0.3100 3.3933 -0.4305 0.101
```

As for the max |F|: 1.1 eV Å⁻¹. The highest occupied orbital energy is -9.7 eV. As for the orbital gap: 5.4 eV. The total charge is +1.



Formula: C30H31N3O6S5SeSnTe
Source: OMol25
Level of theory: ωB97M-V with the def2-TZVPD basis set

```
78
Properties=species:S:1:pos:R:3:lowdin_charge:R:1
Sn 0.6906 0.6070 -0.0112 1.135
O -6.2599 2.5635 4.9029 -0.114
C -5.3535 2.0861 4.2550 -1.062
S -5.4547 0.5686 3.3767 0.909
C -3.8174 0.5691 2.6986 -1.128
C -2.9958 1.6011 3.0394 -1.238
S -1.3736 1.8817 2.6107 0.418
S -3.7644 2.8273 4.0684 0.913
S -3.3896 -0.8500 1.7618 0.401
C 4.5503 5.4631 0.7167 -0.070
C 4.4682 3.9677 0.5853 -0.327
C 4.9452 3.3195 -0.5459 -0.076
C 4.7756 1.9509 -0.7089 -0.059
C 4.1414 1.2180 0.2782 -0.303
C 3.6793 1.8457 1.4291 -0.086
C 3.8403 3.2110 1.5728 -0.052
S 3.9612 -0.5374 0.0688 0.538
O 4.8763 -1.1993 0.9823 -0.333
O 4.2207 -0.8067 -1.3364 -0.348
N 2.4549 -0.7381 0.5117 -0.355
C 2.0671 -2.1369 0.6921 -0.205
C 0.5462 -2.3104 0.7737 -0.644
O 0.1015 -3.4061 1.0758 0.025
O -0.1682 -1.2704 0.4835 -0.298
H 5.1920 5.8928 -0.0532 0.069
H 4.9385 5.7576 1.6940 0.072
H 3.5538 5.8965 0.6037 0.059
H 5.4197 3.8975 -1.3314 0.106
H 5.1066 1.4452 -1.6062 0.109
H 3.1750 1.2618 2.1879 0.113
H 3.4422 3.7049 2.4522 0.116
H 2.4929 -2.5533 1.6075 0.117
H 2.3977 -2.7773 -0.1336 0.114
C -0.6911 3.8296 -3.7558 -0.046
N -1.1054 3.8551 -2.3759 -0.070
C -0.2720 3.9531 -1.3038 -0.790
Se 1.5402 4.2057 -1.3631 0.610
N -1.0520 3.8742 -0.2004 0.114
C -2.3824 3.7212 -0.5548 -0.200
C -3.5401 3.6419 0.1997 -0.012
C -4.7343 3.5339 -0.4954 -0.096
C -4.7714 3.4950 -1.8908 -0.099
C -3.6090 3.5897 -2.6429 -0.015
C -2.4164 3.7104 -1.9451 -0.169
H 0.3653 3.5778 -3.7891 0.034
H -0.8432 4.8029 -4.2293 0.092
H -1.2673 3.0699 -4.2819 0.081
H -0.6965 3.6713 0.7263 0.078
H -3.5039 3.6377 1.2794 0.077
H -5.6590 3.4488 0.0604 0.103
H -5.7222 3.3616 -2.3919 0.098
H -3.6320 3.5572 -3.7245 0.103
C 1.0561 -1.8355 -2.8000 -0.031
C 0.6826 -0.3879 -3.1211 -0.731
C -0.4629 -0.3703 -4.1385 -0.047
C 1.8991 0.3479 -3.6854 -0.035
O 0.2159 0.2642 -1.9713 -0.455
H 1.3546 -2.3763 -3.7040 0.080
H 0.2060 -2.3452 -2.3418 0.091
H 1.8989 -1.8501 -2.1082 0.056
H -0.2041 -0.9222 -5.0474 0.074
H -0.7003 0.6607 -4.4098 0.061
H -1.3498 -0.8222 -3.6886 0.067
H 2.2276 -0.0953 -4.6318 0.079
H 2.7255 0.2927 -2.9761 0.061
H 1.6516 1.3985 -3.8507 0.064
Te -3.0245 -0.1922 -0.5310 1.098
C -5.0554 0.0526 -1.1012 -0.579
C -5.4003 -0.2383 -2.4205 -0.169
C -6.6878 -0.0115 -2.8881 -0.115
C -7.6621 0.4864 -2.0329 -0.120
C -7.3312 0.7604 -0.7122 -0.097
C -6.0362 0.5574 -0.2557 -0.162
H -4.6528 -0.6448 -3.0939 0.084
H -6.9319 -0.2366 -3.9200 0.091
H -8.6709 0.6537 -2.3916 0.088
H -8.0795 1.1456 -0.0290 0.100
H -5.7881 0.8138 0.7633 0.038
```

As for the max |F|: 0.4 eV Å⁻¹. The highest occupied orbital energy is -2.3 eV. As for the orbital gap: 6.2 eV. The total charge is -2.



Which of these has the lowest highest occupied orbital energy? C30H31Cl2N4O9S3Zr



total charge of number 2 (C30H31N3O6S5SeSnTe)? -2



What is the formula in the first record? C30H31Cl2N4O9S3Zr



highest occupied orbital energy of number 2 (C30H31N3O6S5SeSnTe)? -2.3 eV